Record 1
ORCA calculation (the ωB97M-V functional and the def2-TZVPD basis) on one molecule with the formula C29H30N2O5.

The molecular weight is 486.57 Da. The spin multiplicity is 1. The calculation puts the energy at -1608.842196 a.u. For the energy above the lowest of the compared OMol25 structures with the same formula, charge and spin, the calculation gives 114.3 kJ/mol. The calculation puts the gap between HOMO and LUMO at 8.84 eV. The value obtained for the strongest force on any atom is 0.6 eV/A. Its SMILES is CCCOc1ccc(N2C(=O)C[C@H](N(CCc3ccc(OC)cc3)C(=O)c3ccccc3)C2=O)cc1.

Structure (XYZ):
```
66
Properties=species:S:1:pos:R:3:forces:R:3:nbo_charge:R:1
C 5.063801 8.176822 3.415729 0.15 -0.17 -0.03 -0.61
C 5.744498 7.000401 2.727610 -0.44 -0.06 -0.09 -0.41
C 4.762762 6.203148 1.873568 0.45 0.10 -0.15 -0.06
O 3.828300 5.594568 2.742252 -0.05 0.00 0.18 -0.50
C 2.832212 4.838416 2.218088 -0.29 -0.19 -0.02 0.31
C 1.944425 4.279507 3.141536 0.19 0.12 -0.07 -0.26
C 0.897397 3.490404 2.723156 0.05 -0.04 -0.14 -0.16
C 0.712307 3.253651 1.365896 0.25 0.21 -0.05 0.09
N -0.369637 2.442666 0.931060 0.36 0.35 0.03 -0.49
C -1.651561 2.566254 1.432026 -0.49 -0.14 -0.23 0.72
O -2.026372 3.427297 2.179967 -0.03 0.06 0.18 -0.56
C -2.494616 1.448727 0.845980 -0.04 0.04 0.03 -0.51
C -1.592741 0.751761 -0.170064 0.06 -0.10 0.29 -0.14
N -1.501232 -0.685807 0.002333 -0.01 0.34 0.09 -0.43
C -1.979307 -1.557118 -1.046642 0.21 -0.27 -0.33 -0.21
C -0.932955 -1.780680 -2.152264 -0.28 -0.09 0.11 -0.42
C -1.374283 -2.905762 -3.042781 0.12 0.07 0.04 -0.06
C -1.205554 -4.220796 -2.634620 -0.03 0.21 -0.08 -0.20
C -1.645732 -5.278583 -3.411126 -0.11 -0.32 -0.17 -0.26
C -2.274130 -5.031010 -4.626713 0.01 0.19 0.03 0.29
O -2.750645 -5.987621 -5.471151 -0.01 0.30 -0.06 -0.49
C -2.607365 -7.338538 -5.106762 0.02 -0.20 0.06 -0.25
C -2.446077 -3.710552 -5.043252 -0.06 -0.25 -0.07 -0.25
C -2.003892 -2.666927 -4.258579 0.02 -0.13 0.03 -0.19
C -0.723506 -1.105154 1.033649 -0.28 -0.16 -0.09 0.67
O -0.237584 -0.307333 1.816252 0.08 -0.03 0.29 -0.62
C -0.502892 -2.577870 1.147845 0.16 -0.19 0.18 -0.05
C -1.495254 -3.427820 1.620776 0.07 0.10 -0.01 -0.22
C -1.247251 -4.785028 1.729305 -0.08 -0.04 0.02 -0.21
C -0.012310 -5.297504 1.367407 0.02 -0.07 0.00 -0.21
C 0.983439 -4.449092 0.912822 0.06 -0.04 -0.03 -0.20
C 0.743199 -3.089991 0.808992 -0.09 0.09 0.01 -0.22
C -0.212715 1.397049 0.048111 -0.23 -0.14 -0.45 0.74
O 0.795464 1.089822 -0.527722 0.05 -0.02 -0.04 -0.58
C 1.585282 3.802185 0.441435 -0.24 -0.11 0.16 -0.18
C 2.644218 4.588316 0.862349 0.28 0.21 0.10 -0.27
H 5.768919 8.704419 4.052978 0.00 0.11 0.08 0.21
H 4.239634 7.820107 4.027254 -0.09 0.05 0.09 0.22
H 4.672206 8.876066 2.679916 -0.06 0.11 -0.04 0.20
H 6.167693 6.331666 3.478371 0.10 -0.05 -0.05 0.21
H 6.553385 7.354878 2.086307 0.04 -0.07 -0.01 0.20
H 4.246930 6.872111 1.170636 0.02 -0.09 0.02 0.17
H 5.299866 5.434470 1.300272 -0.13 0.06 0.02 0.18
H 2.105068 4.476679 4.189369 0.01 0.02 0.13 0.22
H 0.221408 3.055267 3.440768 -0.06 -0.02 0.07 0.23
H -3.412094 1.852321 0.419050 0.05 0.05 0.05 0.24
H -2.765225 0.772955 1.658962 0.02 0.03 -0.04 0.25
H -1.901560 0.952168 -1.199199 0.07 -0.01 0.09 0.23
H -2.238835 -2.522771 -0.608631 -0.06 0.15 -0.13 0.22
H -2.889240 -1.124613 -1.470758 0.00 -0.08 0.05 0.20
H 0.017472 -2.031327 -1.678564 0.01 0.08 -0.01 0.22
H -0.793107 -0.863498 -2.725474 0.09 0.04 0.02 0.21
H -0.716614 -4.427465 -1.692597 0.07 -0.03 0.14 0.21
H -1.491795 -6.286088 -3.058137 0.00 -0.11 0.00 0.21
H -3.135553 -7.562068 -4.173977 0.03 0.01 -0.03 0.17
H -1.553887 -7.618429 -5.004097 -0.04 0.01 0.01 0.18
H -3.053648 -7.911442 -5.918078 0.04 -0.01 0.08 0.20
H -2.931749 -3.531543 -5.989356 -0.06 0.02 -0.12 0.22
H -2.144411 -1.651072 -4.598384 -0.01 0.13 -0.05 0.21
H -2.456212 -3.025840 1.909407 -0.10 0.04 0.00 0.22
H -2.020113 -5.443723 2.096897 -0.06 -0.05 0.03 0.22
H 0.175998 -6.357924 1.447425 0.02 -0.08 0.01 0.22
H 1.950291 -4.845270 0.640110 0.08 -0.03 -0.02 0.22
H 1.516662 -2.418123 0.466943 0.09 0.07 -0.04 0.23
H 1.448265 3.609452 -0.610865 -0.02 -0.02 -0.07 0.23
H 3.312570 4.998921 0.122375 0.07 0.05 -0.03 0.21
```
Forces are in eV/Å.

***

Record 2
ORCA calculation (the ωB97M-V functional and the def2-TZVPD basis) on a 11-piece molecular cluster, C44H88O23 overall in a non-equilibrium geometry.

The molecular weight is 985.16 Da. The spin multiplicity is 1. The calculation puts the energy at -3459.716578 a.u. For the energy above the lowest of the compared OMol25 structures with the same formula, charge and spin, the calculation gives 186.7 kJ/mol. The calculation puts the gap between HOMO and LUMO at 9.92 eV. The value obtained for the strongest force on any atom is 3.3 eV/A. Its SMILES is CCOC(=O)OC.CCOC(=O)OC.CCOC(=O)OC.CCOC(=O)OC.CCOC(=O)OC.CCOC(=O)OC.C1CCOC1.C1CCOC1.C1CCOC1.C1CCOC1.C1CCOC1.

Structure (XYZ):
```
155
Properties=species:S:1:pos:R:3:forces:R:3:lowdin_charge:R:1
C -5.091963 -3.624522 -2.860811 0.23 0.46 0.11 -0.05
C -3.748673 -4.247141 -2.540118 -0.22 -0.19 2.02 -0.21
O -2.664031 -3.695675 -3.253522 0.37 0.51 -0.88 0.03
C -1.456086 -3.498642 -2.700239 0.35 -0.55 -1.27 -0.58
O -1.051038 -3.752362 -1.599332 -0.63 0.19 0.38 0.13
O -0.687579 -3.055630 -3.715624 0.05 0.70 0.49 -0.01
C 0.682112 -2.731285 -3.397488 0.31 -0.77 -1.17 -0.02
H -4.963447 -2.568977 -2.615606 -0.31 0.15 -0.52 0.04
H -5.845349 -3.948028 -2.142254 0.19 -0.34 0.06 0.08
H -5.494918 -3.786161 -3.859303 0.31 0.11 -0.11 0.08
H -3.744228 -5.337188 -2.605013 0.13 0.06 -0.22 0.13
H -3.563185 -3.962400 -1.497705 -0.09 -0.49 0.13 0.10
H 0.839732 -1.766446 -2.923884 -0.39 -0.20 0.49 0.07
H 1.184711 -2.657159 -4.363062 -0.25 0.08 -0.12 0.10
H 1.149788 -3.596578 -2.930291 -0.01 0.32 0.63 0.10
C 3.798711 6.655656 1.908347 0.83 -1.01 0.25 -0.05
C 2.806277 5.727997 1.252702 -0.43 0.78 -2.08 -0.23
O 2.550220 4.485741 1.905063 -0.42 0.38 0.81 0.05
C 3.540005 3.604249 1.887824 0.88 -0.50 -0.33 -0.60
O 4.512524 3.651118 1.174008 -0.12 0.16 0.05 0.11
O 3.302244 2.637516 2.779197 -0.11 0.40 0.11 0.01
C 4.289432 1.610362 2.931327 0.00 -0.13 0.65 -0.03
H 4.773325 6.166093 1.834682 0.07 0.09 0.30 0.07
H 3.562548 6.807010 2.961017 -0.05 0.19 -0.04 0.08
H 3.929919 7.601977 1.387559 -0.48 0.03 -0.04 0.08
H 3.068601 5.516560 0.211248 0.68 -0.21 0.15 0.12
H 1.873446 6.251523 1.046136 -0.42 -0.37 1.00 0.09
H 4.521572 1.502037 3.992037 -0.38 0.18 0.11 0.09
H 5.251081 1.833936 2.476173 -0.35 0.03 -0.61 0.09
H 3.815378 0.684815 2.614122 0.38 -0.06 -0.29 0.07
C -2.043198 -7.395994 4.581736 0.24 -1.08 -0.62 -0.06
C -0.733085 -6.754818 4.182053 -0.10 -0.18 0.19 -0.22
O -0.961380 -5.353457 4.315742 0.29 0.85 0.14 0.03
C 0.105304 -4.546022 4.323682 1.00 -1.16 0.08 -0.61
O 1.258427 -4.915462 4.369147 -0.56 0.29 -0.03 0.12
O -0.310824 -3.297732 4.282635 -0.62 0.33 0.17 0.02
C 0.617513 -2.269864 4.547517 0.17 1.41 0.64 -0.04
H -2.219502 -7.344258 5.654170 -0.01 0.32 -0.03 0.08
H -1.958530 -8.461521 4.345046 -0.08 -0.02 0.05 0.08
H -2.900866 -7.032186 4.019089 0.06 0.26 0.09 0.08
H -0.382601 -6.923998 3.162922 -0.46 -0.27 -0.07 0.11
H 0.061315 -7.148859 4.819621 0.07 0.53 0.20 0.13
H 1.248989 -2.020462 3.698865 0.06 -0.33 -0.06 0.08
H 1.213411 -2.375762 5.455531 0.17 -0.89 -0.23 0.10
H 0.034602 -1.383378 4.805180 -0.29 -0.08 -0.50 0.10
C -5.621333 5.627504 5.538254 -0.05 1.10 0.59 -0.06
C -5.270846 6.273615 4.208636 -0.19 0.35 0.24 -0.21
O -4.791440 5.222427 3.354358 0.46 0.07 -0.13 0.03
C -3.544986 5.373852 2.866243 -0.74 1.24 -0.09 -0.60
O -2.952562 6.427143 2.833689 0.32 -0.56 0.05 0.12
O -3.155231 4.224287 2.364189 -0.09 -0.51 0.50 0.02
C -1.864276 4.161176 1.767369 0.05 0.29 -0.36 -0.01
H -4.791338 5.020404 5.895940 -0.19 -0.41 -0.26 0.08
H -6.587436 5.127814 5.556917 0.24 -0.44 -0.26 0.07
H -5.703627 6.395018 6.315235 -0.08 0.21 -0.18 0.07
H -4.559017 7.092538 4.311312 0.55 -0.52 0.11 0.11
H -6.092019 6.805140 3.723543 -0.39 -0.61 -0.05 0.12
H -1.772664 4.981310 1.054221 0.02 -0.28 -0.28 0.07
H -1.872572 3.168038 1.327227 0.39 0.19 -0.26 0.08
H -1.028898 4.272813 2.459357 -0.28 -0.14 0.35 0.11
C 0.626846 -5.450856 0.824049 0.90 -0.21 -0.39 -0.04
C 1.718727 -4.353469 0.692195 -3.28 -0.06 -0.25 -0.21
O 2.949437 -4.855473 1.144210 0.45 0.85 0.11 0.07
C 3.867437 -5.154832 0.233355 -0.62 -0.60 -1.74 -0.62
O 3.703939 -5.172288 -0.972829 0.09 0.00 0.85 0.10
O 4.966551 -5.512120 0.851415 -0.16 -0.12 1.12 0.00
C 6.061435 -5.995179 0.107000 0.27 -0.62 -0.15 -0.04
H -0.381491 -5.040829 0.821265 0.07 0.13 0.12 0.07
H 0.834476 -6.031987 1.721984 -0.18 0.25 0.21 0.06
H 0.686807 -6.171356 0.005700 0.05 0.12 -0.15 0.08
H 1.320768 -3.509132 1.262552 0.95 -0.12 0.95 0.11
H 1.623072 -3.895838 -0.294294 1.08 -0.67 -0.42 0.10
H 6.492923 -5.158400 -0.440766 0.40 -0.51 0.17 0.07
H 5.813584 -6.815480 -0.569454 -0.44 0.30 -0.18 0.10
H 6.690696 -6.462246 0.863814 0.40 0.51 -0.12 0.10
C 5.690665 2.119929 -3.660130 -0.03 0.22 -1.24 -0.05
C 4.318705 2.379750 -3.050838 1.60 0.69 1.54 -0.23
O 3.376333 1.575138 -3.693619 -0.35 -1.17 -1.17 0.04
C 2.085256 1.652174 -3.421130 -0.22 0.92 0.38 -0.60
O 1.575116 2.408408 -2.632272 0.16 0.06 0.17 0.12
O 1.420388 0.796994 -4.190999 0.47 -0.54 -0.38 0.01
C 0.038692 1.039377 -4.388593 -1.02 1.05 0.88 -0.03
H 6.013268 1.082056 -3.723576 -0.36 -0.11 0.18 0.07
H 6.534437 2.672273 -3.246586 -0.42 0.14 0.64 0.08
H 5.619675 2.523278 -4.675405 0.15 -0.35 -0.20 0.08
H 4.131324 3.449081 -3.171345 -0.51 -0.11 0.01 0.13
H 4.338836 2.159611 -1.980215 -0.24 0.04 0.01 0.12
H -0.271468 1.968475 -3.901979 0.39 0.23 -0.24 0.09
H -0.609276 0.356117 -3.839751 0.33 -0.67 -0.49 0.06
H -0.163223 1.130260 -5.452083 0.02 -0.43 0.00 0.10
C 5.655088 -2.772573 -0.496927 0.67 -0.82 -0.20 -0.17
C 4.353000 -2.246432 -1.095480 0.40 -0.13 -0.19 -0.14
C 4.904033 -1.135369 -2.001061 -1.66 1.98 0.72 -0.21
O 6.279573 -0.959957 -1.825117 0.96 -0.81 0.00 -0.13
C 6.674728 -1.658890 -0.634471 -1.05 1.22 -0.18 -0.17
H 6.001923 -3.593553 -1.129841 -0.17 -0.04 0.30 0.10
H 5.584176 -3.048599 0.555694 -0.08 -0.38 -0.17 0.12
H 3.686884 -1.885319 -0.309065 0.22 0.46 -0.05 0.09
H 3.741957 -2.985405 -1.614109 0.51 -0.17 -0.11 0.10
H 4.425977 -0.234368 -1.581199 -0.06 0.27 -0.39 0.10
H 4.658056 -1.113458 -3.062983 0.07 -0.57 0.00 0.13
H 6.535956 -0.987846 0.224415 0.27 0.16 0.01 0.12
H 7.730675 -1.895583 -0.737429 -0.09 -0.37 0.08 0.12
C -4.998558 1.329761 -2.431870 -0.79 0.43 0.34 -0.14
C -4.712770 0.312297 -3.534961 -0.23 -1.25 0.48 -0.15
C -3.388747 -0.308130 -3.081639 -0.60 1.40 -0.32 -0.20
O -2.742416 0.835180 -2.568098 2.60 -0.01 -0.45 -0.18
C -3.588611 1.730649 -1.914631 -1.21 -0.57 -0.11 -0.18
H -5.641924 0.926134 -1.647108 0.35 -0.36 0.11 0.09
H -5.607637 2.170535 -2.769039 0.39 0.17 -0.28 0.11
H -4.599810 0.774004 -4.514240 0.09 0.02 0.03 0.12
H -5.420928 -0.516299 -3.611071 -0.48 0.42 -0.07 0.10
H -2.850650 -0.689736 -3.949292 0.34 -0.13 0.28 0.13
H -3.461612 -1.065015 -2.294527 -0.25 -0.17 -0.08 0.11
H -3.342693 2.760879 -2.177300 0.22 -0.09 -0.01 0.12
H -3.453390 1.574987 -0.838844 -0.32 0.30 0.08 0.09
C 1.177866 -0.696265 -0.456795 0.93 -0.72 -0.19 -0.17
C -0.306314 -0.353281 -0.662203 1.70 -0.36 -0.60 -0.13
C -0.387227 0.918404 0.224299 -0.89 -2.59 -0.16 -0.16
O 0.419512 0.528212 1.339519 -0.14 1.19 1.02 -0.13
C 1.476908 -0.362235 1.022802 -0.87 0.36 -1.95 -0.17
H 1.835987 -0.112916 -1.107902 -0.21 0.44 0.06 0.10
H 1.477616 -1.715115 -0.714951 -0.47 -0.14 0.18 0.07
H -0.864138 -1.235706 -0.342836 -0.41 0.44 0.65 0.10
H -0.504575 -0.319192 -1.733437 -0.18 0.77 0.08 0.08
H -1.418581 0.926780 0.580340 0.02 0.67 0.26 0.10
H -0.112915 1.849401 -0.269234 0.33 -0.04 0.00 0.11
H 1.407968 -1.234954 1.669394 0.15 0.04 0.13 0.09
H 2.449951 0.130831 1.063699 0.01 -0.03 0.45 0.10
C -3.634488 -1.845436 1.233805 -1.17 1.29 0.09 -0.14
C -4.683998 -0.694858 1.137569 0.03 -0.84 0.56 -0.14
C -5.821643 -1.344348 0.298290 1.94 0.91 0.43 -0.20
O -5.649423 -2.735512 0.375275 0.42 -1.07 -0.97 -0.16
C -4.516991 -3.078886 1.192080 -0.51 0.29 0.94 -0.19
H -3.050670 -1.683479 2.137434 0.24 -0.45 -0.08 0.12
H -3.014494 -1.751073 0.341052 0.25 -0.46 0.09 0.09
H -4.225665 0.181416 0.682487 -0.30 0.11 -0.06 0.08
H -5.038714 -0.431452 2.135146 0.05 0.07 0.00 0.11
H -5.544462 -1.009940 -0.706064 -1.14 -0.09 -0.34 0.09
H -6.795009 -1.074530 0.702743 -0.17 0.16 -0.60 0.12
H -3.919973 -3.949473 0.914612 -0.56 -0.14 -0.76 0.11
H -5.055339 -3.339388 2.109357 0.99 0.13 0.67 0.12
C 0.026310 5.055721 -1.580279 0.60 -1.28 -0.85 -0.18
C -0.138342 6.388622 -0.916451 1.27 0.62 0.81 -0.18
C -1.487780 6.877129 -1.396206 0.08 -1.58 -1.10 -0.16
O -1.505958 6.350277 -2.724973 -0.27 0.01 -2.03 -0.16
C -0.707134 5.181953 -2.911500 -0.55 -0.14 0.90 -0.19
H -0.418077 4.207323 -1.055299 0.08 0.21 0.40 0.10
H 1.072349 4.809137 -1.763668 -0.01 -0.09 0.27 0.10
H 0.693859 7.007077 -1.269146 -0.36 0.38 -0.28 0.12
H 0.101862 6.294690 0.144014 -0.86 0.18 0.19 0.09
H -1.685795 7.927210 -1.597177 0.14 0.12 0.91 0.13
H -2.304103 6.331564 -0.907191 -0.04 0.67 0.66 0.12
H -0.081351 5.203281 -3.805258 0.13 0.74 0.08 0.12
H -1.325702 4.289974 -3.061447 -0.34 0.13 0.03 0.10
```
Forces are in eV/Å.

***

What is the energy above the lowest of the compared OMol25 structures with the same formula, charge and spin in the first record?
114.3 kJ/mol

***

Among the records above, which one has the highest energy?
C29H30N2O5

***

What is the formula in the first record?
C29H30N2O5